No. 1
A 2-piece molecular cluster, C5H10ClNO overall at a distorted geometry, computed with ωB97M-V with the def2-TZVPD basis set.

Computed properties:
Net charge: 0
DFT total energy, eV: -21406.447
SMILES: [H]/N=C/OCC(=C)C.Cl
LUMO energy, hartree: 0.02527
HOMO level, eV: -9.9
Spin multiplicity: 1
ΔE to the lowest compared entry with this formula, charge and spin, kcal/mol: 25.1
Molecular weight, g mol⁻¹: 135.59
Strongest force on any atom, eV Å⁻¹: 1.17

The geometry in XYZ format:
```
18
C5H10ClNO | the Open Molecules 2025 dataset | ωB97M-V with the def2-TZVPD basis set
Cl 3.336 -1.115 -0.115
O -0.039 1.367 -0.103
N 2.255 1.564 0.226
C -0.618 -1.909 0.603
C -2.498 -0.457 -0.157
C -0.060 0.069 -0.743
C -1.052 -0.846 -0.054
C 1.052 1.968 0.289
H -2.906 -0.218 0.823
H 2.948 2.191 0.612
H 2.829 0.149 0.032
H -1.292 -2.587 1.096
H -3.084 -1.280 -0.563
H 0.764 2.948 0.695
H -0.387 0.252 -1.775
H 0.429 -2.145 0.671
H 0.937 -0.366 -0.743
H -2.614 0.414 -0.794
```

No. 2
A 6-piece molecular cluster, C28H67N3O9 overall at a distorted geometry, computed with ωB97M-V with the def2-TZVPD basis set.

Computed properties:
Net charge: 0
DFT total energy, eV: -53012.470
SMILES: CC1(C)CCCC(C)(C)N1O.CC1(C)CCCC(C)(C)N1O.COC[C@H](C)N.OCCO.OCCO.OCCO
LUMO energy, hartree: 0.01486
HOMO level, eV: -7.9
Spin multiplicity: 1
ΔE to the lowest compared entry with this formula, charge and spin, kcal/mol: 72.4
Molecular weight, g mol⁻¹: 589.86
Strongest force on any atom, eV Å⁻¹: 4.89

The geometry in XYZ format:
```
107
C28H67N3O9 | the Open Molecules 2025 dataset | ωB97M-V with the def2-TZVPD basis set
O 6.934 4.028 7.246
O 8.961 -3.420 -0.251
O -2.449 4.922 -4.298
O 0.932 -0.072 -0.167
O -7.813 -3.849 4.460
O -1.295 0.555 1.336
O 9.581 -1.192 -1.748
O -5.883 -7.457 -5.794
O -6.605 -0.255 4.608
N 5.585 4.237 7.455
N -5.462 -6.099 -6.203
N 0.596 4.300 -3.689
C 5.315 5.665 5.389
C 8.051 -2.886 -1.252
C -3.989 -4.135 -7.590
C -5.847 -5.913 -7.598
C 3.201 5.258 8.554
C 5.001 3.610 8.687
C 3.491 3.809 8.861
C 1.017 0.133 1.125
C 0.566 3.191 -5.795
C -5.430 -4.461 -8.038
C 5.186 2.073 8.514
C -0.063 1.058 1.703
C -0.198 4.041 -4.852
C -2.978 -6.719 -6.019
C 5.830 4.113 9.960
C -1.682 3.765 -4.575
C -7.426 -5.883 -7.700
C -7.503 -1.378 4.160
C 8.286 -1.359 -1.264
C -5.217 -6.928 -8.574
C -3.843 -4.345 -6.081
C -4.152 -5.766 -5.598
C 5.843 6.733 7.657
C -6.984 -2.729 4.703
C 5.104 5.573 6.905
C 3.578 5.758 7.201
C -4.222 -5.711 -4.060
C -3.881 4.806 -4.112
H 8.183 -0.956 -0.256
H 4.915 4.893 4.733
H -2.135 -6.408 -5.401
H 2.019 0.503 1.343
H 7.025 -3.195 -1.053
H -7.734 -6.917 -7.549
H 7.007 3.480 6.461
H -7.527 -1.406 3.071
H -4.990 -5.024 -3.703
H -5.958 -7.516 -9.116
H -0.003 2.053 1.262
H -4.462 -6.731 -3.761
H 4.677 1.727 7.614
H 6.155 1.574 8.528
H 6.782 4.610 9.777
H -4.136 4.096 -3.325
H 2.128 5.423 8.649
H 7.620 -0.788 -1.910
H -7.737 -5.377 -6.786
H -6.619 -7.269 -5.207
H -3.806 -3.117 -7.933
H -4.510 -3.626 -5.606
H 0.190 5.135 -3.290
H -8.456 -1.075 4.593
H 3.632 6.004 9.220
H -5.994 -2.847 4.263
H -6.838 -2.632 5.778
H -4.692 -6.499 -9.427
H 3.254 6.798 7.150
H -4.377 4.373 -4.980
H 5.238 4.754 10.613
H 4.988 6.668 5.115
H 5.672 6.735 8.734
H -0.375 5.001 -5.337
H -6.110 -3.680 -7.699
H 0.174 3.216 -6.812
H 3.080 3.743 9.868
H 6.399 5.749 5.313
H 3.045 5.206 6.427
H 0.716 2.139 -5.555
H -7.334 -4.671 4.584
H -3.259 -4.724 -8.145
H -3.283 -5.429 -3.583
H -2.868 -4.119 -5.649
H -4.313 5.762 -3.816
H -1.361 0.391 0.392
H -5.705 -0.428 4.322
H 1.554 3.570 -6.059
H -4.623 -7.737 -8.148
H 0.093 1.262 2.763
H 1.548 4.559 -3.905
H -5.416 -4.465 -9.127
H -1.894 3.369 -5.569
H -1.826 2.985 -3.828
H 5.561 7.715 7.277
H -3.177 -7.783 -5.893
H 6.147 3.251 10.547
H 2.858 3.167 8.248
H 4.716 1.662 9.408
H 6.916 6.550 7.597
H -2.632 -6.535 -7.036
H 1.071 0.770 -0.606
H 8.227 -3.105 -2.305
H 9.107 -4.315 -0.567
H 10.113 -1.379 -0.971
H 1.021 -0.868 1.558
H -7.815 -5.340 -8.562
```

No. 3
A 2-piece molecular cluster, C4H12 overall at a distorted geometry, computed with ωB97M-V with the def2-TZVPD basis set.

Computed properties:
Net charge: 0
DFT total energy, eV: -4342.211
SMILES: CC.CC
LUMO energy, hartree: 0.03617
HOMO level, eV: -11.6
Spin multiplicity: 1
ΔE to the lowest compared entry with this formula, charge and spin, kcal/mol: 7.3
Molecular weight, g mol⁻¹: 60.14
Strongest force on any atom, eV Å⁻¹: 1.68

The geometry in XYZ format:
```
16
C4H12 | the Open Molecules 2025 dataset | ωB97M-V with the def2-TZVPD basis set
C 0.323 0.070 -3.439
C -1.023 -0.407 2.941
C -0.986 0.965 3.630
C 1.620 -0.709 -3.112
H -0.124 1.532 3.266
H -1.725 -0.322 2.147
H -0.925 0.940 4.709
H 2.072 -0.266 -2.222
H -1.834 1.567 3.322
H 2.315 -0.629 -3.944
H -0.346 -0.008 -2.585
H -0.094 -0.641 2.415
H 0.610 1.121 -3.514
H -0.106 -0.264 -4.377
H -1.172 -1.207 3.615
H 1.395 -1.742 -2.852
```

No. 4
A 2-piece molecular cluster, C4H4F2O overall at a distorted geometry, computed with ωB97M-V with the def2-TZVPD basis set.

Computed properties:
Net charge: 0
DFT total energy, eV: -11692.965
LUMO energy, hartree: 0.03710
HOMO level, eV: -10.2
Spin multiplicity: 1
ΔE to the lowest compared entry with this formula, charge and spin, kcal/mol: 40.8
Molecular weight, g mol⁻¹: 106.07
Strongest force on any atom, eV Å⁻¹: 4.24

The geometry in XYZ format:
```
11
C4H4F2O | the Open Molecules 2025 dataset | ωB97M-V with the def2-TZVPD basis set
F 0.223 -1.601 0.330
F 0.057 0.641 1.823
O 2.896 0.442 -1.230
C -0.215 -0.524 -0.314
C -0.327 0.693 0.564
C -1.560 -0.077 0.240
C 3.135 -0.387 -0.477
H -2.180 0.369 -0.530
H -1.995 -0.697 1.028
H 0.155 -0.562 -1.365
H -0.189 1.702 -0.070
```

No. 5
One molecule with the formula C5H3N at a distorted geometry, computed with ωB97M-V with the def2-TZVPD basis set.

Computed properties:
Net charge: 0
DFT total energy, eV: -6719.641
SMILES: C#C/C=C\C#N
LUMO energy, hartree: -0.01217
HOMO level, eV: -9.8
Spin multiplicity: 1
ΔE to the lowest compared entry with this formula, charge and spin, kcal/mol: 24.9
Molecular weight, g mol⁻¹: 77.09
Strongest force on any atom, eV Å⁻¹: 6.86

The geometry in XYZ format:
```
9
C5H3N | the Open Molecules 2025 dataset | ωB97M-V with the def2-TZVPD basis set
N 1.207 1.305 -1.730
C -0.605 -0.888 0.185
C 0.039 1.178 1.834
C -0.341 0.295 1.038
C -0.199 -0.847 -1.090
C 0.464 0.347 -1.606
H -1.033 -1.707 0.720
H 0.609 2.120 2.334
H -0.141 -1.803 -1.686
```

No. 6
One molecule with the formula C2HClO4 at a distorted geometry, computed with ωB97M-V with the def2-TZVPD basis set.

Computed properties:
Net charge: 0
DFT total energy, eV: -22799.006
SMILES: O=C1OO[C@@]1(O)Cl
LUMO energy, hartree: 0.01309
HOMO level, eV: -11.2
Spin multiplicity: 1
ΔE to the lowest compared entry with this formula, charge and spin, kcal/mol: 106.1
Molecular weight, g mol⁻¹: 124.48
Strongest force on any atom, eV Å⁻¹: 2.61

The geometry in XYZ format:
```
8
C2HClO4 | the Open Molecules 2025 dataset | ωB97M-V with the def2-TZVPD basis set
Cl -0.152 1.406 1.633
O -1.169 0.111 -1.170
O -1.402 -1.580 0.335
O -0.066 1.011 -1.000
O 1.633 -0.060 0.392
C -0.903 -0.604 -0.076
C 0.299 0.412 0.229
H 1.761 -0.696 -0.342
```

No. 7
A 2-piece molecular cluster, C6H13NO overall at a distorted geometry, computed with ωB97M-V with the def2-TZVPD basis set.

Computed properties:
Net charge: 0
DFT total energy, eV: -9968.093
SMILES: C[C@@H](N)CO.C#CC
LUMO energy, hartree: 0.03133
HOMO level, eV: -9.3
Spin multiplicity: 1
ΔE to the lowest compared entry with this formula, charge and spin, kcal/mol: 71.1
Molecular weight, g mol⁻¹: 115.18
Strongest force on any atom, eV Å⁻¹: 1.12

The geometry in XYZ format:
```
21
C6H13NO | the Open Molecules 2025 dataset | ωB97M-V with the def2-TZVPD basis set
O -0.796 0.327 2.394
N -1.427 0.580 -1.239
C -0.874 -0.053 -0.053
C 2.634 -0.232 -1.390
C -1.376 -1.484 0.182
C -1.129 0.865 1.139
C 2.193 1.337 0.698
C 2.337 0.572 -0.219
H -0.442 1.734 1.010
H -1.318 -0.469 2.540
H 2.377 -1.275 -1.198
H -2.436 0.648 -1.166
H -2.182 1.188 1.133
H 0.234 -0.079 -0.188
H -1.211 0.036 -2.065
H -1.246 -2.078 -0.721
H 3.695 -0.175 -1.635
H 2.173 1.884 1.596
H 2.047 0.122 -2.241
H -0.816 -1.965 0.981
H -2.436 -1.483 0.442
```